# C26H60Cl2N8O8

9 unconnected molecules or ions with the total composition C26H60Cl2N8O8 (ωB97M-V/def2-TZVPD, OMol25).

Summary:
Frontier orbital gap (spin up / spin down)   1.686 / 8.909 eV
Net charge   -1
E_HOMO (spin up / spin down)   0.01416 / -0.25369 Ha
E   -2986.928844 hartree
LUMO (spin up / spin down)   2.07 / 2.01 eV
Multiplicity   2

Last column: Löwdin spin population.
Positions of all 104 atoms, in Å:
Cl1 -1.9077 0.4286 0.2346  0.063
C1 -0.7221 -0.8694 -0.0966  0.033
C2 0.5907 -0.1791 -0.6525  0.011
Cl2 1.6332 -1.4496 -1.4510  0.072
H1 -1.2463 -1.5546 -0.7628  0.033
H2 -0.4385 -1.4717 0.7665  0.008
H3 1.1853 0.3302 0.1060  0.001
H4 0.2402 0.5051 -1.4252  0.002
C3 1.5698 -6.2134 1.8890  0.027
O1 2.3262 -6.1987 0.9066  0.005
N1 0.8678 -5.1764 2.3657  0.005
C4 0.3353 -5.2609 3.7723  0.038
C5 0.9082 -3.8607 1.8870  0.043
H5 1.3964 -7.1396 2.4585  0.002
H6 0.9881 -4.6960 4.4379  0.003
H7 0.2899 -6.2515 4.2248  0.003
H8 -0.6064 -4.7760 4.0295  0.011
H9 1.6548 -3.3673 2.5092  0.002
H10 1.1309 -3.7962 0.8219  0.005
H11 -0.0943 -3.4471 1.9964  0.024
C6 -0.5088 4.9356 -0.9448  0.000
O2 -1.0346 5.9302 -1.5549  0.000
N2 -0.9553 4.4392 0.1902  0.000
C7 -0.0361 3.5209 0.8657  0.003
C8 -2.1948 4.7019 0.9575  0.004
H12 0.4007 4.4302 -1.3049  0.000
H13 0.2471 3.9914 1.8073  0.001
H14 0.8947 3.3049 0.3411  0.000
H15 -0.4791 2.5477 1.0771  0.001
H16 -1.9785 4.9363 1.9998  0.002
H17 -2.7348 5.5627 0.5632  0.000
H18 -2.8891 3.8636 0.8995  0.001
C9 -1.6082 -1.4730 3.6446  0.054
O3 -0.6678 -2.0318 4.3048  0.024
N3 -2.6384 -0.7879 4.1894  0.009
C10 -3.5523 -0.1512 3.2752  0.043
C11 -2.8607 -0.5358 5.6339  0.033
H19 -1.6165 -1.5100 2.5443  0.024
H20 -3.3981 -0.5315 2.2654  0.015
H21 -3.5411 0.9262 3.4401  0.003
H22 -4.6073 -0.3820 3.4225  0.010
H23 -3.8263 -0.8704 6.0128  0.009
H24 -2.0399 -0.9418 6.2252  0.004
H25 -2.8239 0.5455 5.7663  0.004
C12 1.8532 0.3189 3.8346  0.008
O4 1.4580 0.8901 2.8152  0.003
N4 2.9512 -0.4322 3.9318  0.002
C13 3.0396 -1.4385 5.0445  0.021
C14 3.8387 -0.6999 2.7991  0.014
H26 1.2830 0.3683 4.7751  0.003
H27 2.2354 -1.1450 5.7193  0.004
H28 3.9896 -1.4237 5.5788  0.003
H29 2.8309 -2.4057 4.5873  0.004
H30 3.6620 -1.6296 2.2582  0.005
H31 3.7401 0.1032 2.0689  0.001
H32 4.8481 -0.7197 3.2102  0.004
C15 2.9203 2.0247 -3.7768  0.003
O5 2.1010 2.3441 -2.8763  0.001
N5 2.8455 0.8897 -4.5091  0.002
C16 3.7310 0.6556 -5.6392  0.012
C17 1.6544 0.0255 -4.4591  0.013
H33 3.8090 2.6090 -4.0614  0.001
H34 3.0590 0.8295 -6.4796  0.002
H35 4.0330 -0.3915 -5.6592  0.004
H36 4.6265 1.2745 -5.6946  0.002
H37 1.8345 -1.0364 -4.2917  0.006
H38 0.9679 0.3016 -3.6588  0.002
H39 1.1043 0.0174 -5.4001  0.004
C18 -4.3085 1.5635 -3.6516  0.004
O6 -4.5778 0.9868 -4.6971  0.003
N6 -3.0641 1.9992 -3.2633  0.001
C19 -1.8371 1.7947 -4.0972  0.007
C20 -2.8886 2.7909 -2.0092  0.002
H40 -5.0650 1.6470 -2.8561  0.000
H41 -1.2816 2.7267 -4.2018  0.001
H42 -2.1083 1.5594 -5.1264  0.001
H43 -1.0065 1.1642 -3.7801  0.003
H44 -3.4677 2.4795 -1.1399  0.000
H45 -1.8701 2.8571 -1.6265  0.000
H46 -3.1273 3.8499 -2.1073  0.000
C21 -6.3483 -1.1813 -0.5032  0.025
O7 -7.5006 -0.7852 -0.2749  0.006
N7 -5.8695 -1.3762 -1.7279  0.002
C22 -4.5214 -1.8659 -1.9431  0.064
C23 -6.6535 -1.1320 -2.9976  0.005
H47 -5.6688 -1.3568 0.3451  0.018
H48 -4.1239 -1.5153 -2.8955  0.010
H49 -4.6473 -2.9340 -2.1201  0.023
H50 -3.8435 -1.8126 -1.0912  0.027
H51 -6.3244 -0.2688 -3.5762  0.000
H52 -6.4947 -2.0162 -3.6149  0.002
H53 -7.7081 -1.0720 -2.7287  0.001
C24 5.0712 2.1894 -0.8562  0.002
O8 5.6241 3.3227 -0.9310  0.000
N8 5.7604 1.0546 -1.0921  0.001
C25 5.0750 -0.2076 -0.9566  0.011
C26 7.1824 1.0063 -1.1523  0.006
H54 3.9821 2.0874 -0.7305  0.001
H55 5.5277 -0.8521 -0.2032  0.004
H56 5.2462 -0.7056 -1.9109  0.005
H57 4.0047 -0.1809 -0.7516  0.002
H58 7.6602 1.8987 -0.7481  0.000
H59 7.5506 0.1562 -0.5780  0.002
H60 7.5532 0.8222 -2.1607  0.002

=====

# C21H16F3N6O3OsS3

A molecular structure, C21H16F3N6O3OsS3 (ωB97M-V/def2-TZVPD, OMol25).

Summary:
Frontier orbital gap (spin up / spin down)   7.131 / 6.840 eV
E_HOMO (spin up / spin down)   -0.26708 / -0.26061 Ha
E   -2948.936297 hartree
LUMO (spin up / spin down)   -0.14 / -0.25 eV
Multiplicity   2
Energy relative to the best compared isomer or geometry (same formula, charge and spin)   2.039 eV

Last column: natural (NBO) charge in e.
Positions of all 53 atoms, in Å:
Os1 0.0569 -0.1489 0.1030  1.029
N1 -6.2580 -0.1007 4.7325  -0.796
C1 -5.0539 0.3917 4.2759  0.197
C2 -3.8751 -0.3392 4.4592  -0.272
C3 -2.6816 0.1149 3.9348  -0.142
C4 -2.6520 1.3130 3.2322  -0.437
C5 -3.8082 2.0643 3.0596  -0.079
C6 -5.0003 1.6072 3.5843  -0.303
S1 -1.1505 1.8367 2.4997  2.353
O1 -1.1040 3.2678 2.4659  -0.932
O2 -0.0768 1.1220 3.1272  -0.966
N2 -1.2046 1.2506 0.9443  -0.895
C7 -1.7810 1.9375 -0.0897  0.554
N3 -2.7230 2.8614 0.0902  -0.475
C8 -3.1849 3.4456 -1.0078  0.111
C9 -2.7604 3.1131 -2.2856  -0.355
C10 -1.8058 2.1160 -2.3646  0.113
N4 -1.3087 1.5384 -1.2830  -0.534
H1 -6.2482 -0.8696 5.3771  0.387
H2 -7.0487 0.5150 4.7795  0.386
H3 -3.9011 -1.2689 5.0158  0.210
H4 -1.7684 -0.4472 4.0671  0.252
H5 -3.7560 2.9962 2.5140  0.240
H6 -5.9067 2.1891 3.4625  0.207
H7 -3.9370 4.2119 -0.8510  0.197
H8 -3.1589 3.5942 -3.1658  0.228
H9 -1.4248 1.7667 -3.3190  0.197
F1 0.7310 -3.7525 4.0493  -0.316
C11 0.9191 -2.5433 4.5944  0.984
F2 -0.2825 -2.1060 5.0004  -0.320
F3 1.6542 -2.7270 5.7029  -0.325
C12 1.5850 -1.5908 3.6446  -0.222
C13 2.7461 -0.9424 4.0004  -0.094
C14 3.3354 -0.0378 3.1180  -0.289
C15 2.7382 0.1680 1.8995  0.095
N5 1.6262 -0.4788 1.5405  -0.493
C16 1.0200 -1.3197 2.3883  0.113
S2 -0.4510 -1.8982 1.7379  0.025
H10 3.1891 -1.1353 4.9669  0.235
H11 4.2386 0.4929 3.3782  0.229
H12 3.1559 0.8430 1.1644  0.214
O3 1.6021 -0.0958 -1.3910  -0.584
N6 1.2828 -0.3874 -2.6534  0.003
C17 2.1406 0.0147 -3.6138  0.038
C18 1.9166 -0.2707 -4.9309  -0.267
C19 0.7659 -0.9868 -5.2756  -0.159
C20 -0.0980 -1.3768 -4.2833  -0.231
C21 0.1656 -1.0805 -2.9372  0.031
S3 -0.8362 -1.6108 -1.6568  -0.085
H13 2.9975 0.5615 -3.2516  0.238
H14 2.6252 0.0615 -5.6743  0.235
H15 0.5606 -1.2322 -6.3088  0.229
H16 -1.0026 -1.9261 -4.5018  0.241

=====

# C7H14O2

2 unconnected molecules or ions with the total composition C7H14O2 (ωB97M-V/def2-TZVPD, OMol25).

Summary:
Frontier orbital gap   10.473 eV
E_HOMO   -0.36156 Ha
E   -425.508514 hartree
LUMO   0.63 eV
Energy relative to the best compared isomer or geometry (same formula, charge and spin)   2.632 eV

Last column: natural (NBO) charge in e.
Positions of all 23 atoms, in Å:
C1 1.2083 0.1236 -2.1521  0.787
C2 2.3706 -0.8462 -1.9039  -0.736
C3 -1.1581 -1.1667 1.5962  -0.404
C4 -2.2881 -0.2569 1.7001  -0.412
C5 -1.5248 1.0982 2.0223  -0.405
C6 0.0008 0.7509 1.9568  -0.420
C7 0.0254 -0.3640 1.0393  -0.466
H1 -0.4787 0.4811 -1.7190  0.505
H2 3.3912 -0.5161 -2.3037  0.248
H3 2.4409 -1.0046 -0.8111  0.242
H4 2.1122 -1.8324 -2.3926  0.249
H5 -0.7778 -1.5268 2.5450  0.191
H6 -1.2444 -2.0925 1.0577  0.205
H7 -3.0340 -0.6187 2.5604  0.209
H8 -2.6859 0.0370 0.7316  0.203
H9 -1.9801 1.4332 2.9273  0.206
H10 -1.7504 1.9153 1.4227  0.190
H11 0.4269 0.6201 2.9157  0.199
H12 0.4363 1.7500 1.7461  0.200
H13 0.8347 -1.0898 1.2587  0.194
H14 0.0149 0.0031 -0.0690  0.255
O1 1.2183 1.0512 -2.9488  -0.583
O2 0.0928 -0.2502 -1.4790  -0.657

=====

# C23H28FNO3

A single C23H28FNO3 molecule (ωB97M-V/def2-TZVPD, OMol25).

Summary:
Frontier orbital gap   8.723 eV
E_HOMO   -0.29754 Ha
E   -1273.580472 hartree
LUMO   0.63 eV
Energy relative to the best compared isomer or geometry (same formula, charge and spin)   0.049 eV

Last column: natural (NBO) charge in e.
Positions of all 56 atoms, in Å:
C1 -4.4664 -0.7734 2.5453  -0.247
H1 -4.1848 0.2544 2.7949  0.178
O1 -4.7358 -0.9114 1.1733  -0.520
C2 -3.7091 -0.6652 0.2869  0.236
C3 -2.4295 -0.2750 0.6282  -0.313
C4 -1.4684 -0.0587 -0.3560  0.067
C5 -1.8077 -0.2444 -1.6849  -0.246
C6 -3.0901 -0.6301 -2.0400  -0.260
C7 -4.0485 -0.8420 -1.0657  0.265
O2 -5.3056 -1.2240 -1.4148  -0.665
H2 -5.8196 -1.3236 -0.6020  0.494
H3 -3.3647 -0.7750 -3.0724  0.225
H4 -1.0729 -0.0837 -2.4598  0.209
C8 -0.0800 0.3687 0.0594  -0.106
N1 0.3383 -0.4676 1.1827  -0.457
C9 1.2357 0.1775 2.1246  -0.221
C10 2.1877 1.1710 1.4615  -0.445
H5 2.8295 0.6337 0.7615  0.210
H6 2.8333 1.6294 2.2132  0.225
C11 1.4197 2.2882 0.7150  0.276
C12 2.1406 2.6013 -0.6043  -0.418
C13 1.3665 3.5905 -1.4652  -0.401
C14 -0.0137 3.0275 -1.7757  -0.397
C15 -0.7692 2.7961 -0.4734  -0.407
H7 -1.7689 2.4081 -0.6772  0.218
H8 -0.8761 3.7592 0.0319  0.212
C16 -0.0445 1.8462 0.4858  -0.228
H9 -0.5735 1.9103 1.4447  0.204
H10 0.0845 2.0907 -2.3265  0.188
H11 -0.5753 3.7247 -2.4004  0.210
H12 1.2654 4.5306 -0.9216  0.210
H13 1.9195 3.7833 -2.3867  0.205
H14 2.2904 1.6745 -1.1618  0.203
H15 3.1199 3.0108 -0.3516  0.221
O3 1.4444 3.4914 1.4688  -0.731
H16 0.9922 3.3385 2.3055  0.463
H17 0.6273 0.6979 2.8777  0.176
H18 1.8048 -0.5864 2.6536  0.220
C17 0.6875 -1.8244 0.7943  -0.236
C18 1.9094 -1.9310 -0.0877  -0.136
C19 1.8069 -1.8349 -1.4719  -0.190
C20 2.9323 -1.8271 -2.2784  -0.228
C21 4.1929 -1.9345 -1.7168  -0.194
C22 4.3253 -2.0695 -0.3460  -0.302
C23 3.1887 -2.0634 0.4400  0.460
F1 3.3442 -2.2121 1.7780  -0.344
H19 5.2914 -2.1792 0.1210  0.229
H20 5.0720 -1.9277 -2.3426  0.218
H21 2.8240 -1.7420 -3.3492  0.216
H22 0.8243 -1.7858 -1.9179  0.219
H23 0.8379 -2.4004 1.7107  0.216
H24 -0.1759 -2.2357 0.2623  0.215
H25 0.5951 0.2504 -0.8028  0.196
H26 -2.1393 -0.1477 1.6579  0.232
H27 -3.6743 -1.4563 2.8673  0.180
H28 -5.3941 -1.0277 3.0559  0.200

=====

# C35H58CrN3OP2

A molecular structure, C35H58CrN3OP2 (ωB97M-V/def2-TZVPD, OMol25).

Summary:
Frontier orbital gap (spin up / spin down)   6.021 / 5.196 eV
Net charge   +1
E_HOMO (spin up / spin down)   -0.31729 / -0.31766 Ha
E   -3334.918438 hartree
LUMO (spin up / spin down)   -2.61 / -3.45 eV
Multiplicity   5
Energy relative to the best compared isomer or geometry (same formula, charge and spin)   0.000 eV

Last column: Löwdin spin population.
Positions of all 100 atoms, in Å:
C1 0.8722 -1.8956 -2.2584  0.005
C2 -1.0846 -0.6823 -2.7712  0.015
C3 0.7353 -2.6629 -3.4065  0.009
C4 -1.1562 -1.3328 -4.0239  0.007
C5 -0.2579 -2.3336 -4.3323  0.005
H1 1.4554 -3.4638 -3.5808  0.001
H2 -1.9641 -1.0481 -4.6938  0.000
H3 -0.3118 -2.8571 -5.2849  0.000
N1 -0.0046 -0.9249 -1.9407  0.030
P1 2.5375 -0.5663 -0.4662  0.039
P2 -2.2406 0.7185 -0.6342  0.045
C6 2.0328 -2.1308 -1.3064  0.005
H4 1.7292 -2.8771 -0.5577  0.000
H5 2.8898 -2.5712 -1.8346  0.001
C7 -2.1121 0.1602 -2.2959  0.047
H6 -2.9558 0.3049 -2.9702  0.002
C8 -3.5627 -0.5542 0.0405  0.008
C9 -3.0644 2.4679 -0.7588  0.011
C10 3.4417 -1.1206 1.1463  0.009
C11 3.6862 0.1645 -1.7917  0.007
C12 -3.5009 -0.5050 1.5700  0.003
H7 -3.6995 0.4964 1.9772  0.000
H8 -4.2590 -1.1892 1.9855  0.000
H9 -2.5166 -0.8348 1.9284  0.001
C13 -4.9763 -0.2667 -0.4787  0.002
H10 -5.3962 0.6808 -0.1246  0.000
H11 -5.0128 -0.2979 -1.5758  0.000
H12 -5.6444 -1.0654 -0.1178  0.001
C14 -3.1931 -1.9509 -0.4615  0.002
H13 -3.9316 -2.6771 -0.0882  0.000
H14 -3.1962 -2.0031 -1.5567  0.000
H15 -2.2059 -2.2643 -0.1062  0.001
C15 -3.6633 2.8253 0.6072  0.001
H16 -2.9143 2.7555 1.4078  0.001
H17 -4.0060 3.8704 0.5753  0.000
H18 -4.5271 2.2064 0.8761  0.000
C16 -1.9826 3.4974 -1.0971  0.001
H19 -1.1819 3.5234 -0.3473  0.001
H20 -1.5433 3.3317 -2.0852  0.000
H21 -2.4483 4.4964 -1.1063  0.000
C17 -4.1207 2.5498 -1.8668  0.003
H22 -4.9666 1.8740 -1.7216  0.000
H23 -4.5241 3.5739 -1.8733  0.001
H24 -3.6840 2.3566 -2.8522  0.000
C18 4.0808 1.5687 -1.3080  0.002
H25 4.8779 1.9490 -1.9642  0.000
H26 3.2386 2.2673 -1.3742  0.000
H27 4.4616 1.5807 -0.2768  0.000
C19 2.9652 0.2701 -3.1442  -0.001
H28 2.7917 -0.7167 -3.5909  0.000
H29 2.0182 0.8084 -3.0870  -0.001
H30 3.6234 0.8329 -3.8237  0.000
C20 4.9278 -0.7070 -2.0431  0.002
H31 5.3892 -0.3695 -2.9828  0.001
H32 5.6877 -0.6080 -1.2648  0.000
H33 4.6794 -1.7678 -2.1710  0.000
C21 3.0804 -2.5768 1.4467  0.001
H34 3.4522 -3.2768 0.6861  0.000
H35 3.5389 -2.8683 2.4047  0.000
H36 1.9963 -2.6934 1.5490  0.000
C22 2.9497 -0.2463 2.3096  0.002
H37 1.8884 -0.4308 2.5343  0.001
H38 3.5146 -0.5136 3.2157  0.000
H39 3.1192 0.8264 2.1254  0.001
C23 4.9653 -1.0079 1.0614  0.001
H40 5.3907 -1.7333 0.3576  0.000
H41 5.3068 0.0057 0.8157  0.000
H42 5.3757 -1.2539 2.0535  0.001
Cr1 0.2309 0.3143 -0.3099  3.401
C24 0.6280 1.7687 -1.3918  0.095
O1 0.8524 2.6877 -2.1067  0.106
N2 -0.0245 -1.1647 1.0289  -0.001
C25 -0.5463 -2.1617 1.3864  0.046
C26 -0.8780 -3.2671 2.3923  0.005
C27 -2.0470 -4.0989 1.8767  0.001
C28 0.3194 -4.1906 2.5899  0.002
C29 -1.2347 -2.6344 3.7339  0.002
H43 -2.9636 -3.5026 1.8019  0.000
H44 -1.8175 -4.5290 0.8941  0.000
H45 -2.2377 -4.9226 2.5749  0.000
H46 1.1356 -3.6744 3.1068  0.000
H47 0.0527 -5.0486 3.2222  0.000
H48 0.6703 -4.5917 1.6323  0.000
H49 -1.4792 -3.4125 4.4691  0.000
H50 -0.3864 -2.0632 4.1333  0.000
H51 -2.1040 -1.9737 3.6505  0.000
N3 0.2487 1.6163 1.5577  0.045
C30 0.3311 3.0603 1.5629  0.005
C31 -0.6394 3.7987 2.2441  0.002
C32 -0.6220 5.1928 2.1327  0.000
C33 0.3758 5.8281 1.3845  0.002
C34 1.3807 5.0748 0.7737  0.000
C35 1.3617 3.6763 0.8557  0.003
H52 -0.5459 1.2867 2.1140  0.004
H53 1.0828 1.1865 1.9760  0.004
H54 -1.3827 3.2821 2.8632  0.001
H55 -1.3825 5.7797 2.6505  0.000
H56 0.3885 6.9233 1.3049  0.000
H57 2.1934 5.5683 0.2314  0.000
H58 2.1492 3.0735 0.3886  0.001

=====

# C3H7NO4

2 unconnected molecules or ions with the total composition C3H7NO4 (ωB97M-V/def2-TZVPD, OMol25).

Summary:
Frontier orbital gap   10.109 eV
E_HOMO   -0.35978 Ha
E   -474.203814 hartree
LUMO   0.32 eV
Energy relative to the best compared isomer or geometry (same formula, charge and spin)   2.244 eV

Last column: natural (NBO) charge in e.
Positions of all 15 atoms, in Å:
O1 -2.0124 -1.0803 -1.8124  -0.497
C1 -0.8511 -1.1916 -1.5942  0.452
C2 -0.0204 -1.7820 -0.3156  -0.339
N1 1.2503 -1.2121 -0.1920  -0.636
C3 1.4411 -0.3207 0.7740  0.883
O2 0.2956 -0.0517 1.4668  -0.737
O3 2.3967 0.3910 0.9959  -0.630
H1 -0.1436 -0.9059 -2.4227  0.073
H2 -0.7683 -1.6165 0.5342  0.269
H3 -0.0446 -2.8219 -0.4072  0.216
H4 1.9510 -1.3393 -0.9607  0.431
H5 0.3607 0.6387 2.1363  0.515
H6 -1.5902 3.9787 -0.1080  0.468
H7 -1.2431 3.2193 1.1738  0.463
O4 -1.0218 4.0940 0.7318  -0.930